10
Properties=species:S:1:pos:R:3 method="wB97M-V/def2-TZVPD" orbital_gap_ev=9.2 e_lumo_ha=-0.02550 molar_mass_g_mol=97.077 e_above_lowest_kj_mol=275.4 charge=0 e_tot_ev=-9674.5998
O -1.02 2.18 -0.29
C -0.22 1.29 -0.92
C 0.04 0.14 -0.23
C -0.52 -0.40 1.00
N 0.09 -1.52 1.21
N 1.02 -1.71 0.11
N 0.95 -0.80 -0.74
H -1.03 3.11 -0.70
H 0.33 1.45 -1.86
H -1.24 -0.03 1.71